## a
Entry from OMol25: C4H9NO2 as an isolated structure (ωB97M-V/def2-TZVPD).

As for the HOMO-LUMO gap: 0.3362 Ha. As for the HOMO energy: -9.42 eV.

Last column: Mulliken charge in e.
CARTESIAN COORDINATES (ANGSTROEM)
C  -0.71399  1.62390  1.17177  -0.670
O  0.51891  1.41795  0.51861  -0.338
C  0.91640  0.07545  0.51666  -0.808
C  -0.04969  -0.83581  -0.34533  0.559
N  0.45862  -2.18726  -0.29104  -0.146
O  0.16218  -2.70033  0.77299  -0.317
C  -0.00720  -0.32094  -1.82380  -1.211
H  -0.87037  2.70212  1.21843  0.244
H  -1.54759  1.16435  0.62282  0.287
H  -0.69834  1.21518  2.19374  0.304
H  0.93975  -0.34028  1.53250  0.379
H  1.95421  0.08414  0.13238  0.356
H  -1.09694  -1.33202  0.39571  0.393
H  1.00799  -0.37363  -2.28225  0.288
H  -0.30816  0.73024  -1.88313  0.323
H  -0.66578  -0.92307  -2.45007  0.356

## b
Entry from OMol25: one molecule with the formula C4H9NO2 (ωB97M-V/def2-TZVPD).

As for the HOMO-LUMO gap: 0.3482 Ha. As for the HOMO energy: -8.65 eV.

Last column: Mulliken charge in e.
CARTESIAN COORDINATES (ANGSTROEM)
C  -1.45589  0.17001  0.43655  -0.660
O  -1.90433  -0.52203  1.64937  -0.545
C  0.07151  0.24134  0.45643  0.401
C  0.49431  0.61768  -1.04283  -0.801
C  1.99371  0.35346  -1.25885  -0.039
O  2.80586  0.14971  -0.41200  -0.431
N  0.63552  -0.96865  0.91705  -0.497
H  -1.90233  1.15962  0.49564  0.315
H  -1.87860  -0.32345  -0.44690  0.382
H  -2.67599  -1.01881  1.38405  0.296
H  0.35216  1.17295  1.00434  0.153
H  0.02495  1.60575  -1.10103  0.373
H  -0.02446  -0.04226  -1.76037  0.336
H  2.27384  0.32237  -2.32688  0.361
H  0.04920  -1.30882  1.65976  0.229
H  1.14053  -1.60886  0.34568  0.129

Most stable structure, least stable structure: b, a.

## a
Entry from OMol25: one molecule with the formula C4H9NO2 (ωB97M-V/def2-TZVPD).

As for the HOMO-LUMO gap: 0.3921 Ha. As for the HOMO energy: -9.86 eV.

Last column: Mulliken charge in e.
CARTESIAN COORDINATES (ANGSTROEM)
C  -1.61601  0.66758  1.08200  -1.324
C  -0.79702  1.06719  -0.14623  0.396
C  0.24997  2.12554  0.23599  -1.430
N  -0.18969  -0.07057  -0.81900  -0.191
C  0.59277  -0.99397  -0.22238  0.562
O  1.01263  -1.88582  -1.16319  -0.508
O  0.88601  -1.08509  0.94511  -0.588
H  -1.88309  1.54353  1.65810  0.387
H  -1.06847  -0.02972  1.70290  0.330
H  -2.52849  0.14088  0.79326  0.327
H  -1.48042  1.52312  -0.85956  0.324
H  0.87902  1.78537  1.05440  0.319
H  -0.25209  3.05146  0.51295  0.408
H  0.89105  2.33061  -0.62925  0.378
H  -0.23021  -0.10660  -1.82739  0.265
H  1.58233  -2.54896  -0.75034  0.345

## b
Entry from OMol25: one molecule with the formula C4H9NO2 (ωB97M-V/def2-TZVPD).

As for the HOMO-LUMO gap: 0.2858 Ha. As for the HOMO energy: -6.95 eV.

Last column: Mulliken charge in e.
CARTESIAN COORDINATES (ANGSTROEM)
C  -2.14963  0.07798  -0.40020  -1.359
C  -0.74229  0.46851  0.05789  -0.625
C  -0.25082  -0.24715  1.28324  -0.148
O  1.20435  -0.30535  1.09280  -0.314
C  1.44554  -0.20691  -0.21483  0.723
O  1.05945  -1.08848  -1.14995  -0.537
N  2.58285  0.42043  -0.51070  -0.364
H  -2.96453  0.39014  0.28121  0.351
H  -2.37821  0.51849  -1.37925  0.341
H  -2.24578  -1.01346  -0.51351  0.332
H  0.09401  -0.83351  -1.09424  0.430
H  -0.67099  1.55357  0.18452  0.178
H  -0.35259  0.22750  2.26772  0.250
H  -0.64042  -1.27182  1.35362  0.269
H  2.93683  0.36140  -1.45305  0.240
H  3.07221  0.94865  0.19475  0.234

## c
Entry from OMol25: a 2-piece molecular cluster, C4H9NO2 overall (ωB97M-V/def2-TZVPD).

As for the HOMO-LUMO gap: 0.4000 Ha. As for the HOMO energy: -10.14 eV.

Last column: Mulliken charge in e.
CARTESIAN COORDINATES (ANGSTROEM)
C  2.35336  -0.23426  -0.31882  0.233
C  3.31760  0.51609  0.45630  -1.046
C  -3.71680  0.23175  0.81840  -1.021
C  0.09451  -0.74593  -0.72402  0.612
N  1.13200  -0.16796  -0.13464  -0.269
O  -0.53298  -1.72736  -0.39053  -0.565
O  -0.37546  -0.00989  -1.77922  -0.503
H  2.90249  -0.91358  -1.01738  0.320
H  4.09430  1.04496  -0.25696  0.265
H  3.95705  -0.10016  1.04461  0.325
H  2.79944  1.15818  1.26381  0.267
H  -4.14360  1.17258  0.91966  0.353
H  -2.72842  0.53654  0.41361  0.143
H  -3.80864  -0.18845  1.82113  0.241
H  -4.08876  -0.26024  0.02239  0.283
H  -1.25610  -0.31227  -2.13834  0.360

Most stable structure, least stable structure: a, b.